# 1
Molecular formula: C58H49BrGaN2O3P2S
Method: DFT, ωB97M-V/def2-TZVPD

```
117
Properties=species:S:1:pos:R:3:forces:R:3:mulliken_charge:R:1
Ga 0.027 -0.028 0.106 -1.02 -0.25 -0.85 2.233
O 0.924 1.465 -2.615 -0.46 -0.01 0.01 -0.787
S 0.297 1.879 -1.352 -0.49 0.23 0.47 1.062
C -1.154 2.938 -1.459 0.95 -0.35 -0.57 0.457
C -1.067 4.092 -2.243 0.07 -0.94 0.90 -0.597
C -2.096 5.010 -2.303 -1.10 -0.06 -1.00 -1.321
C -3.254 4.779 -1.606 1.04 -1.36 1.59 0.290
C -4.538 5.483 -1.568 -1.19 1.12 0.39 -0.802
C -5.422 4.750 -0.523 0.86 0.10 0.61 -0.587
C -4.549 3.576 -0.065 -0.89 -0.13 -0.10 0.155
C -4.817 2.489 0.735 1.26 -0.71 -0.95 -1.339
C -3.966 1.353 0.564 -0.03 1.64 -0.14 -0.731
C -2.803 1.351 -0.193 0.01 -0.73 -0.40 -0.100
P -2.162 -0.283 -0.725 -0.15 -0.19 -0.15 1.118
C -2.243 -0.482 -2.546 0.01 0.10 0.23 0.781
C -1.716 -1.678 -3.097 -0.17 0.35 1.71 -0.527
C -1.717 -1.918 -4.425 -0.82 -0.04 -2.06 -0.508
C -2.331 -0.965 -5.281 0.22 -0.34 0.13 -0.781
C -2.784 0.232 -4.775 -1.11 1.19 0.17 -0.737
C -2.802 0.478 -3.387 0.80 0.17 -0.39 -0.352
C -3.160 -1.562 0.067 0.10 0.62 -0.93 1.265
C -2.977 -1.746 1.417 0.08 -1.11 1.42 -0.458
C -3.739 -2.640 2.142 -1.48 -1.92 0.26 -0.836
C -4.717 -3.418 1.475 0.57 1.96 -1.18 -0.708
C -5.003 -3.089 0.127 -0.33 -0.66 0.13 -0.759
C -4.196 -2.196 -0.615 -1.49 -0.24 -0.03 -0.671
C -2.344 2.564 -0.789 -1.07 1.31 0.70 -0.680
C -3.315 3.623 -0.729 0.68 0.37 -1.60 0.497
C 1.541 2.787 -0.498 -0.04 1.17 -0.22 0.457
C 1.417 4.163 -0.287 -0.03 -0.09 0.27 -0.693
C 2.520 5.035 -0.200 0.66 0.94 1.43 -1.237
C 3.818 4.542 -0.209 -0.96 -0.80 -1.04 -0.113
C 5.227 5.183 -0.319 -1.88 -0.88 -0.05 -0.831
C 6.130 3.933 -0.495 -0.02 0.89 -1.07 -1.016
C 5.266 2.718 -0.468 -1.09 0.29 0.61 0.258
C 5.592 1.377 -0.457 -1.33 2.10 -0.45 -1.530
C 4.552 0.479 -0.496 -0.54 -0.86 -0.42 0.027
C 3.192 0.820 -0.510 0.82 -0.84 -0.18 -0.451
P 2.141 -0.665 -0.524 0.81 0.96 -1.02 1.713
C 2.856 -1.615 0.783 0.32 -0.90 0.69 0.383
C 3.172 -2.961 0.562 0.69 -0.96 0.77 -1.152
C 3.679 -3.742 1.607 -0.29 1.43 1.68 -0.765
C 3.844 -3.122 2.883 0.49 -1.06 -0.96 -0.818
C 3.616 -1.776 3.077 -0.58 0.30 -0.93 -0.833
C 3.096 -1.011 2.040 0.12 -1.57 -0.79 -0.307
C 2.278 -1.475 -2.147 -0.72 0.36 1.42 0.900
C 1.520 -2.596 -2.349 -0.77 -1.51 -0.50 0.086
C 1.764 -3.371 -3.515 -2.06 -1.31 2.28 -0.864
C 2.727 -3.012 -4.369 1.66 1.32 -0.92 -0.911
C 3.389 -1.779 -4.226 -0.69 -0.55 0.40 -0.777
C 3.151 -1.018 -3.108 1.29 1.03 -0.20 -0.875
C 2.840 2.176 -0.479 -0.47 1.24 0.22 -1.157
C 3.888 3.120 -0.387 2.04 -0.15 0.17 1.187
H -0.205 4.268 -2.845 0.70 0.00 -0.23 0.753
H -2.095 5.741 -3.091 0.28 0.56 0.08 0.451
H -5.022 5.416 -2.542 0.08 0.13 -0.17 0.335
H -4.504 6.561 -1.304 0.38 -0.57 -0.39 0.342
H -6.346 4.447 -1.019 -0.05 -0.20 0.56 0.332
H -5.618 5.418 0.338 -0.25 -0.39 -0.48 0.327
H -5.684 2.341 1.328 -0.75 0.21 0.33 0.580
H -4.292 0.463 1.029 -0.26 -0.95 0.31 0.772
H -1.419 -2.476 -2.436 0.34 -0.10 0.26 0.482
H -1.359 -2.883 -4.823 -0.22 0.65 0.26 0.499
H -2.545 -1.159 -6.328 0.53 -0.15 0.07 0.415
H -3.242 1.019 -5.438 0.56 -1.10 0.66 0.383
H -3.161 1.446 -3.029 -0.01 -0.46 0.01 0.531
H -2.177 -1.366 2.006 0.73 0.94 -0.12 0.322
H -3.654 -2.858 3.232 0.48 0.57 -1.01 0.380
H -5.300 -4.166 1.974 -0.17 -0.13 0.24 0.521
H -5.919 -3.560 -0.305 1.12 0.43 0.03 0.408
H -4.504 -1.941 -1.665 0.66 -0.33 1.15 0.384
H 0.440 4.620 -0.092 0.26 -0.33 -0.62 0.642
H 2.337 6.095 0.057 0.00 -0.64 -0.45 0.398
H 5.466 5.862 0.491 0.08 -0.17 0.31 0.403
H 5.150 5.810 -1.217 0.41 -0.18 0.08 0.335
H 6.973 3.875 0.145 0.61 0.00 1.00 0.503
H 6.588 4.070 -1.473 0.07 -0.45 -0.30 0.320
H 6.581 1.092 -0.557 1.80 -0.80 0.00 0.598
H 4.863 -0.555 -0.640 -0.34 -0.04 0.37 0.533
H 3.141 -3.503 -0.379 -0.46 0.65 -0.24 0.440
H 3.916 -4.793 1.485 0.02 0.18 -0.12 0.554
H 4.259 -3.660 3.727 -0.07 -0.31 -0.19 0.460
H 3.849 -1.317 4.014 0.10 0.16 0.45 0.598
H 2.938 0.027 2.164 -0.16 1.04 0.07 0.795
H 0.777 -2.952 -1.605 0.53 0.17 -0.53 0.340
H 1.235 -4.343 -3.651 0.35 0.93 0.21 0.480
H 3.056 -3.682 -5.126 -0.06 -0.32 -0.78 0.504
H 4.073 -1.439 -4.963 0.58 0.14 -0.49 0.549
H 3.725 -0.095 -2.938 -0.42 -0.43 -0.23 0.358
Br -1.850 -6.333 -2.755 -0.27 0.32 0.05 -0.129
C -1.136 -6.242 -0.996 0.08 -1.65 -0.10 0.135
C -1.025 -7.481 -0.316 0.08 0.22 0.03 -0.469
C -0.376 -7.509 0.906 -0.82 0.34 -1.69 -0.504
C 0.221 -6.326 1.280 1.36 -0.91 3.35 -0.760
C 0.142 -5.225 0.531 -1.18 1.70 -1.17 -0.175
N -0.641 -5.120 -0.579 1.29 0.45 0.27 0.021
H -1.388 -8.404 -0.747 -0.25 0.17 -0.12 0.434
H -0.340 -8.426 1.439 0.22 -0.46 0.60 0.483
H 0.749 -6.236 2.268 -0.35 -0.29 -1.18 0.342
H 0.672 -4.344 0.855 -0.10 0.38 -0.06 0.625
O -0.069 -1.200 3.254 0.06 -0.10 -0.81 -0.905
C 0.128 -0.028 2.970 -1.01 -1.38 1.87 0.995
O -0.116 0.542 1.856 0.51 1.13 -0.36 -0.385
C 0.629 0.794 4.145 0.74 2.26 0.27 -0.125
N 0.391 0.061 5.418 0.10 -0.64 -0.82 0.043
C -0.854 0.582 6.059 0.49 0.59 1.60 -0.669
C -1.186 1.914 5.403 0.66 1.11 0.53 -0.578
C 0.061 2.216 4.511 -0.68 -0.06 -1.12 -0.686
H 1.714 0.909 3.985 -0.27 -0.22 0.13 0.266
H 1.192 0.152 6.002 0.75 0.32 0.79 0.436
H 0.312 -0.940 5.212 -0.14 -0.09 -0.28 0.312
H -0.647 0.656 7.167 -0.51 -0.23 -1.25 0.411
H -1.590 -0.133 5.815 -0.96 -0.86 0.30 0.311
H -1.452 2.692 6.187 0.65 -0.80 -1.10 0.397
H -2.052 1.831 4.763 -0.27 -0.18 -0.13 0.263
H 0.851 2.789 5.028 -0.48 -0.21 -0.27 0.456
H -0.256 2.737 3.568 0.53 -0.28 0.98 0.170
```
Positions in Å, forces in eV/Å.

The relative energy (zero: lowest compared OMol25 entry of this formula, charge and spin) comes out at 36.78 kcal/mol. Its net charge is +3. The calculation puts the gap between HOMO and LUMO at 7.5 eV. The total energy is -8153.66504 Eh.

# 2
Molecular formula: C2H6N3O2
Method: DFT, ωB97M-V/def2-TZVPD

```
13
Properties=species:S:1:pos:R:3:forces:R:3:nbo_charge:R:1
C -1.896 -1.308 0.750 3.44 -4.49 -0.65 0.731
C 0.333 0.724 -0.335 0.36 -1.53 1.23 0.739
N -0.656 1.442 -0.830 -0.21 -2.24 0.77 -0.765
N 0.213 -0.432 0.260 -2.71 -1.97 -0.24 -0.485
N 1.389 -1.044 0.752 0.60 -1.19 0.18 -0.699
O -1.891 -2.441 0.804 -0.20 1.47 -0.11 -0.259
O 1.480 1.268 -0.392 1.62 2.06 -0.95 -0.619
H -2.231 -0.379 0.879 -1.64 3.55 0.51 0.227
H -1.549 1.062 -0.946 -1.13 -0.25 -0.34 0.397
H -0.453 2.341 -1.066 0.39 2.90 -0.96 0.426
H 1.792 -1.951 0.282 -1.73 2.28 0.65 0.400
H 1.157 -1.264 1.730 0.70 -0.02 -0.58 0.380
H 2.132 0.695 0.020 0.49 -0.56 0.50 0.528
```
Positions in Å, forces in eV/Å.

The relative energy (zero: lowest compared OMol25 entry of this formula, charge and spin) comes out at 49.49 kcal/mol. Its net charge is +1. The calculation puts the gap between HOMO and LUMO at 8.3 eV. The total energy is -394.20256 Eh.

| no. | HOMO energy (eV) |
| --- | --- |
| 1 | -14.687 |
| 2 | -13.670 |